(1)
{
  "formula": "C58H42Cl2KN11O4",
  "method": "ωB97M-V with the def2-TZVPD basis set",
  "total_energy_ha": -4659.19332,
  "e_lumo_ev": 3.693,
  "homo_energy_ev": -1.6860,
  "multiplicity": 1,
  "total_charge": -2,
  "orbital_gap_ev": 5.4,
  "elements": ["K", "Cl", "C", "C", "C", "N", "C", "O", "C", "C", "C", "C", "C", "N", "C", "C", "C", "Cl", "N", "C", "O", "C", "C", "C", "C", "C", "N", "H", "H", "H", "H", "H", "H", "H", "H", "H", "H", "C", "O", "C", "N", "C", "C", "C", "C", "C", "C", "C", "C", "C", "C", "C", "C", "N", "C", "N", "C", "C", "O", "C", "C", "C", "C", "C", "C", "H", "H", "H", "H", "H", "H", "H", "H", "H", "H", "H", "H", "H", "H", "H", "H", "H", "H", "H", "C", "C", "C", "C", "C", "C", "N", "C", "C", "C", "C", "C", "C", "N", "N", "C", "C", "C", "C", "C", "N", "H", "H", "H", "H", "H", "H", "H", "H", "H", "H", "H", "H", "H"],
  "positions_angstrom": [[-0.25086, 0.32977, -0.64762], [-5.04925, 3.34804, -5.54410], [-4.46344, 2.45506, -4.15789], [-3.13351, 2.07725, -4.11747], [-2.58155, 1.35580, -3.04922], [-1.24194, 0.99741, -2.99745], [-0.60060, 0.74762, -4.12977], [-0.99560, 0.72553, -5.31584], [0.86334, 0.36734, -3.94030], [1.36875, -0.68990, -4.70090], [2.68650, -1.06637, -4.53559], [3.47750, -0.35367, -3.64297], [2.89592, 0.69592, -2.95343], [1.61732, 1.04689, -3.07883], [-3.43725, 1.07219, -1.93944], [-4.78090, 1.44678, -2.02356], [-5.30176, 2.12018, -3.11387], [-6.99635, 2.55380, -3.11779], [-2.97002, 0.60296, -0.70834], [-3.66437, -0.32362, -0.08944], [-4.49100, -1.15710, -0.53912], [-3.42879, -0.41844, 1.42053], [-3.75484, -1.62768, 2.04606], [-3.62110, -1.74370, 3.41359], [-3.19050, -0.63619, 4.13510], [-2.90327, 0.51982, 3.43273], [-3.00819, 0.63794, 2.11078], [-2.50088, 2.30591, -4.96025], [0.70003, -1.17609, -5.39651], [3.09514, -1.90343, -5.09184], [4.51525, -0.60772, -3.46820], [3.48143, 1.27513, -2.24559], [-5.43652, 1.20514, -1.19818], [-4.10882, -2.43329, 1.41793], [-3.84570, -2.68005, 3.91234], [-3.06727, -0.66424, 5.21074], [-2.56737, 1.40824, 3.96494], [1.02184, 1.68846, 4.47727], [0.64872, 0.30380, 4.38660], [0.33533, 0.09742, 3.06712], [0.50446, 1.04644, 2.25562], [1.04661, 2.17792, 3.01280], [0.27953, 3.46386, 2.82076], [-1.08054, 3.45600, 2.52901], [-1.77460, 4.65125, 2.43129], [-1.11977, 5.86400, 2.60482], [0.24040, 5.87619, 2.86822], [0.93442, 4.67840, 2.97696], [-0.12220, -1.27655, 2.75372], [-0.11090, -2.24077, 3.75766], [-0.47928, -3.52942, 3.42698], [-0.82468, -3.80922, 2.11889], [-0.80704, -2.77096, 1.18985], [-0.48192, -1.52293, 1.50034], [-1.11918, -3.09085, -0.22777], [-0.85855, -2.40739, -1.25818], [-1.14218, -3.28819, -2.41000], [-1.95585, -4.42990, -1.78594], [-1.66185, -4.33415, -0.38114], [-1.86529, -2.66429, -3.57470], [-1.44398, -2.93032, -4.87158], [-2.15064, -2.43325, -5.95747], [-3.28036, -1.66104, -5.74647], [-3.70608, -1.39578, -4.45284], [-3.00808, -1.90063, -3.36696], [0.26560, 2.20711, 5.07130], [1.98968, 1.74623, 4.97389], [2.07552, 2.33238, 2.67216], [-1.58401, 2.52341, 2.30316], [-2.82889, 4.63260, 2.18204], [-1.66598, 6.79489, 2.50717], [0.76702, 6.81759, 2.97428], [2.00466, 4.68613, 3.15737], [0.18800, -1.97052, 4.75926], [-0.47604, -4.31284, 4.17485], [-1.09135, -4.80464, 1.80022], [-0.16444, -3.64479, -2.75935], [-3.02723, -4.26741, -1.92108], [-1.67379, -5.42260, -2.13278], [-0.54312, -3.51569, -5.03016], [-1.79747, -2.62082, -6.96469], [-3.81265, -1.23146, -6.58641], [-4.56990, -0.76550, -4.27722], [-3.35613, -1.68093, -2.36130], [2.37765, -5.08304, 0.92216], [2.64653, -4.20728, 1.96796], [2.68910, -2.83986, 1.76040], [2.46869, -2.28199, 0.48442], [2.18751, -3.18674, -0.55734], [2.14601, -4.55228, -0.34263], [2.40137, -0.93525, 0.21428], [3.35811, -0.11162, 0.63382], [4.62154, -0.52201, 1.18923], [5.58493, 0.36818, 1.58678], [5.40846, 1.75359, 1.47208], [4.23154, 2.19572, 0.89870], [3.23872, 1.31486, 0.47718], [2.04358, 1.79974, -0.11386], [2.02205, 3.01625, -0.37151], [0.76949, 3.45922, -0.91937], [0.85507, 4.38649, -1.95512], [-0.32670, 4.87490, -2.47809], [-1.52950, 4.46045, -1.92036], [-1.49811, 3.55162, -0.87676], [-0.36646, 3.04554, -0.39051], [2.33854, -6.15306, 1.09015], [2.80833, -4.59378, 2.96982], [2.87675, -2.17231, 2.59408], [1.99081, -2.76973, -1.53840], [1.92381, -5.21208, -1.17596], [4.82412, -1.58093, 1.27547], [6.51262, -0.02201, 1.99710], [6.17028, 2.44970, 1.79946], [4.04629, 3.25332, 0.75474], [1.82587, 4.66969, -2.33690], [-0.31584, 5.56405, -3.31418], [-2.48212, 4.80271, -2.30325], [-2.41048, 3.17265, -0.42819]],
  "atomic_forces_ev_per_a": [[0.37, -0.31, 0.31], [-0.01, 0.02, -0.04], [0.09, 0.01, -0.05], [-0.01, -0.11, -0.14], [-0.16, 0.14, 0.17], [-0.22, -0.01, -0.26], [0.12, 0.04, -0.04], [-0.01, -0.02, 0.03], [-0.12, -0.08, 0.04], [-0.01, 0.06, 0.00], [-0.01, -0.02, -0.01], [0.02, 0.03, 0.01], [0.07, -0.03, 0.05], [-0.09, 0.00, 0.03], [0.01, 0.18, -0.08], [-0.08, -0.03, -0.09], [-0.04, -0.02, 0.10], [-0.03, 0.00, 0.00], [-0.19, 0.06, -0.15], [0.13, -0.08, 0.12], [-0.04, 0.12, -0.01], [-0.03, -0.20, -0.07], [0.00, 0.06, 0.00], [-0.01, 0.00, -0.04], [0.00, 0.01, 0.02], [-0.02, 0.05, 0.10], [0.01, 0.06, -0.04], [0.02, 0.02, 0.00], [0.01, -0.02, -0.02], [0.01, 0.01, 0.01], [0.00, -0.01, 0.00], [0.00, -0.03, -0.02], [0.01, 0.00, 0.01], [0.00, -0.02, 0.02], [0.00, 0.01, 0.01], [0.00, -0.02, 0.00], [0.01, -0.03, -0.01], [-0.03, -0.06, 0.06], [-0.01, -0.06, 0.01], [0.07, 0.10, -0.01], [-0.25, -0.07, 0.14], [0.06, 0.04, -0.18], [-0.02, -0.06, 0.01], [0.02, 0.00, -0.02], [-0.04, 0.04, -0.01], [-0.09, 0.00, -0.01], [0.07, 0.03, 0.03], [0.04, -0.01, 0.02], [0.04, 0.08, 0.06], [-0.01, -0.01, -0.05], [0.00, -0.03, -0.03], [0.01, 0.03, 0.00], [-0.02, -0.12, 0.02], [0.08, -0.11, 0.01], [0.02, 0.00, 0.16], [-0.19, -0.16, 0.05], [0.03, 0.09, -0.07], [0.00, 0.01, 0.09], [0.05, -0.07, -0.12], [0.03, -0.02, 0.05], [0.02, -0.02, -0.01], [0.03, -0.01, -0.03], [-0.06, 0.05, -0.02], [-0.01, 0.03, 0.04], [-0.01, 0.02, 0.02], [0.03, 0.02, -0.01], [0.00, 0.04, 0.00], [-0.03, 0.00, 0.02], [0.02, -0.06, -0.01], [0.01, 0.00, -0.01], [0.01, 0.00, 0.00], [0.00, -0.01, 0.00], [0.00, 0.00, 0.00], [0.00, 0.02, 0.00], [0.00, 0.00, 0.00], [0.00, -0.01, 0.01], [-0.04, -0.03, 0.01], [0.01, 0.00, -0.02], [0.00, 0.01, -0.01], [0.00, 0.00, 0.00], [0.00, 0.00, 0.00], [0.01, -0.01, 0.00], [0.01, 0.00, 0.00], [0.00, 0.00, -0.01], [0.00, -0.06, 0.06], [0.00, -0.07, 0.01], [0.01, 0.11, -0.03], [-0.07, 0.01, -0.10], [0.00, -0.03, -0.02], [-0.01, 0.00, -0.07], [0.31, 0.15, 0.04], [-0.09, 0.04, -0.01], [0.06, -0.06, 0.01], [0.05, -0.16, 0.04], [-0.18, 0.15, -0.09], [0.29, 0.01, 0.12], [-0.43, 0.09, -0.19], [0.31, -0.04, 0.25], [-0.28, 0.06, -0.13], [0.53, 0.20, -0.05], [-0.19, -0.02, 0.03], [0.02, -0.03, 0.03], [-0.11, 0.01, -0.01], [0.02, -0.04, -0.13], [0.10, 0.15, 0.11], [0.00, 0.01, 0.00], [0.00, -0.01, -0.01], [0.01, 0.00, 0.00], [-0.01, 0.02, 0.01], [0.01, -0.01, 0.02], [-0.02, -0.01, 0.01], [0.00, 0.00, -0.01], [0.00, 0.00, 0.01], [0.00, -0.01, 0.01], [0.01, 0.01, 0.00], [-0.01, 0.00, 0.00], [0.02, 0.01, -0.02], [0.00, -0.01, -0.01]]
}

---

(2)
{
  "formula": "C6H25NO7",
  "method": "ωB97M-V with the def2-TZVPD basis set",
  "smiles": "CCN[C@@H](C)CC=O.O.O.O.O.O.O",
  "total_energy_ha": -825.01063,
  "e_lumo_ev": 0.454,
  "homo_energy_ev": -9.2742,
  "e_above_lowest_kj_mol": 224.0,
  "multiplicity": 1,
  "orbital_gap_ev": 9.7,
  "elements": ["C", "C", "N", "C", "C", "C", "C", "O", "H", "H", "H", "H", "H", "H", "H", "H", "H", "H", "H", "H", "H", "O", "H", "H", "O", "H", "H", "O", "H", "H", "O", "H", "H", "O", "H", "H", "O", "H", "H"],
  "positions_angstrom": [[0.50566, -0.76073, -2.54593], [-0.98159, -0.46278, -2.45345], [-1.54714, -0.97557, -1.20636], [-1.44635, -0.06242, -0.06466], [-2.54407, 1.00412, -0.10083], [-1.50906, -0.86893, 1.24068], [-0.38752, -0.64758, 2.20021], [0.10022, 0.44599, 2.41619], [0.70482, -1.83139, -2.55694], [1.04351, -0.36671, -1.67794], [0.94947, -0.29687, -3.42943], [-1.48319, -0.97109, -3.28086], [-1.18147, 0.61130, -2.57261], [-2.50891, -1.26916, -1.32094], [-0.47249, 0.43467, -0.10432], [-2.47708, 1.69758, 0.73710], [-2.51385, 1.61670, -1.00329], [-3.51865, 0.50581, -0.07202], [-2.44670, -0.70822, 1.79183], [-1.54459, -1.93754, 1.01961], [-0.03629, -1.49231, 2.80030], [0.07828, -3.45369, -0.15758], [-0.43843, -2.85233, -0.71482], [0.75762, -2.89834, 0.25989], [-0.34122, 2.96867, 1.60532], [0.11257, 3.45167, 2.30285], [-0.24538, 2.03130, 1.85220], [1.66061, -1.49285, 0.98536], [2.00876, -0.79455, 0.40948], [2.28585, -1.48327, 1.72857], [2.97131, -0.35864, 2.16327], [3.00216, 0.15305, 1.33600], [2.08266, -0.17520, 2.49166], [0.86231, 2.79322, -0.81328], [0.13894, 2.42582, -1.32744], [0.50318, 3.00082, 0.08482], [2.60410, 0.72396, -0.41854], [3.29124, 0.82372, -1.07746], [1.96073, 1.47175, -0.52665]],
  "atomic_forces_ev_per_a": [[0.28, 0.29, 0.32], [-0.13, -0.33, -0.10], [0.32, -0.10, 0.09], [-0.32, 0.19, 0.04], [-0.06, 0.08, 0.03], [-0.15, -0.81, 0.04], [-0.21, 0.25, 0.10], [0.17, 0.19, 0.13], [-0.13, -0.05, -0.12], [-0.16, -0.03, -0.16], [-0.06, -0.07, -0.06], [-0.08, 0.12, 0.04], [0.06, 0.04, -0.07], [-0.02, 0.10, -0.08], [0.04, -0.15, -0.11], [0.01, -0.07, 0.11], [0.07, -0.10, -0.12], [0.01, 0.09, 0.05], [0.14, 0.32, 0.05], [0.22, 0.01, -0.14], [-0.22, -0.23, -0.01], [-0.24, -0.35, -0.14], [0.14, 0.09, 0.18], [-0.02, 0.21, -0.12], [0.07, 0.40, -0.08], [-0.05, 0.06, 0.02], [0.01, -0.27, 0.16], [-2.92, -2.58, -2.72], [-0.44, -0.60, -0.33], [0.19, -0.83, -0.65], [2.82, 2.89, 2.93], [0.38, 0.22, 0.30], [0.11, 0.84, 0.43], [0.36, -0.11, 0.22], [-0.20, 0.10, 0.03], [-0.22, -0.09, -0.34], [-0.19, 0.21, 0.39], [0.09, 0.10, -0.16], [0.32, -0.01, -0.17]]
}

---

(3)
{
  "formula": "C2H4ClN",
  "method": "ωB97M-V with the def2-TZVPD basis set",
  "total_energy_ha": -593.40095,
  "e_lumo_ev": [0.166, 0.741],
  "homo_energy_ev": [-7.2539, -7.8976],
  "e_above_lowest_kj_mol": 368.1,
  "multiplicity": 1,
  "orbital_gap_ev": [7.4, 8.6],
  "elements": ["C", "C", "N", "Cl", "H", "H", "H", "H"],
  "positions_angstrom": [[-0.91688, -1.14147, -0.29038], [0.53732, 1.12803, 0.78199], [-0.02860, 0.00783, -0.15138], [1.66163, 1.90043, -0.21106], [-1.60797, -1.44912, 0.44275], [-0.89911, -1.47975, -1.27664], [0.85163, 0.92633, 1.76304], [0.40198, 0.10772, -1.05832]],
  "atomic_forces_ev_per_a": [[2.88, 4.19, 1.56], [-2.79, -3.65, -3.98], [-0.76, -0.82, 1.94], [1.14, 1.15, -0.25], [-0.36, -0.15, 0.77], [-0.23, -0.59, -1.19], [-0.04, -0.61, 1.10], [0.16, 0.47, 0.06]]
}

---

(4)
{
  "formula": "C3H6N2O",
  "method": "ωB97M-V with the def2-TZVPD basis set",
  "smiles": "N#C[C@@H](N)CO",
  "total_energy_ha": -302.63910,
  "e_lumo_ev": 0.748,
  "homo_energy_ev": -10.4986,
  "e_above_lowest_kj_mol": 141.8,
  "multiplicity": 1,
  "orbital_gap_ev": 11.2,
  "elements": ["N", "C", "C", "N", "C", "O", "H", "H", "H", "H", "H", "H"],
  "positions_angstrom": [[-2.05721, 0.79265, -1.59085], [-1.02259, 0.81964, -1.07170], [0.11808, 0.55501, -0.15957], [-0.33124, 0.71247, 1.21953], [0.53229, -0.89805, -0.46956], [1.60946, -1.36118, 0.29094], [0.98002, 1.21099, -0.32268], [-0.30768, 1.69509, 1.47897], [-1.30823, 0.43255, 1.27008], [-0.36324, -1.52571, -0.34896], [0.83588, -0.93699, -1.52021], [1.28944, -1.52574, 1.18613]],
  "atomic_forces_ev_per_a": [[1.04, 0.27, 0.25], [-0.88, -0.10, -0.36], [0.05, -0.04, -0.07], [-0.10, 0.04, 0.06], [-0.24, 0.01, -0.27], [-0.02, 0.04, 0.26], [-0.26, -0.07, -0.15], [0.04, -0.19, 0.03], [0.16, -0.04, 0.18], [0.15, 0.00, -0.03], [-0.06, -0.07, 0.12], [0.12, 0.15, -0.03]]
}